No. 1
Molecular formula: C2H2FNO
Method: DFT, ωB97M-V/def2-TZVPD

Its calculated total energy is -306.90171 a.u. For the energy above the lowest of the compared OMol25 structures with the same formula, charge and spin, the calculation gives 109.40 kcal/mol. The spin multiplicity is 3. Its orbital gap (alpha / beta) is 0.274 / 0.348 hartree. The value obtained for the maximum force is 14.6 eV/Å.

The geometry in XYZ format:
```
7
Properties=species:S:1:pos:R:3:forces:R:3
H 0.243 0.549 1.354 -0.81 -1.13 -1.87
N -0.628 -1.214 0.029 0.55 -0.89 0.40
O 1.291 0.446 -0.574 -12.91 1.30 -6.78
F 2.342 0.198 0.330 10.66 -2.27 8.65
C -1.242 -0.215 -0.399 1.74 1.54 0.61
C -0.028 0.090 0.326 1.69 1.56 -0.70
H -1.978 0.146 -1.066 -0.92 -0.10 -0.30
```
Forces are in eV/Å.


No. 2
Molecular formula: C2H2FNO2
Method: DFT, ωB97M-V/def2-TZVPD

Its calculated total energy is -382.50591 a.u. For the energy above the lowest of the compared OMol25 structures with the same formula, charge and spin, the calculation gives 15.38 kcal/mol. Its orbital gap is 0.449 hartree. The value obtained for the maximum force is 3.9 eV/Å.

The geometry in XYZ format:
```
8
Properties=species:S:1:pos:R:3:forces:R:3
C -1.491 0.324 0.186 -0.54 -0.12 -0.01
F 1.029 -2.268 -0.420 0.45 2.23 0.99
O 2.973 1.061 0.587 -0.38 0.14 -1.61
H 1.158 -1.382 -0.025 -0.54 -2.25 -0.99
N -2.550 0.720 -0.113 -1.20 1.93 -0.75
C 2.716 1.170 -0.516 0.37 -0.14 1.61
O -0.424 0.076 0.479 3.70 -0.89 0.94
H -3.412 0.299 -0.178 -1.86 -0.90 -0.17
```
Forces are in eV/Å.


No. 3
Molecular formula: C2H2FNO2
Method: DFT, ωB97M-V/def2-TZVPD

Its calculated total energy is -382.19011 a.u. For the energy above the lowest of the compared OMol25 structures with the same formula, charge and spin, the calculation gives 74.04 kcal/mol. The spin multiplicity is 3. Its orbital gap (alpha / beta) is 0.262 / 0.332 hartree. The value obtained for the maximum force is 4.0 eV/Å.

The geometry in XYZ format:
```
8
Properties=species:S:1:pos:R:3:forces:R:3
O 0.109 -1.715 0.400 2.99 1.33 -1.02
H -0.517 1.194 0.950 0.46 0.06 0.39
H 1.762 -0.194 -0.299 -2.14 0.93 0.91
O 0.427 0.958 1.045 0.17 -1.71 -1.01
F -1.268 -1.688 0.857 -3.73 -0.71 1.37
N -0.966 0.920 -1.837 0.45 -0.59 0.41
C 0.668 0.085 -0.018 1.95 0.52 -0.44
C -0.216 0.440 -1.097 -0.16 0.16 -0.61
```
Forces are in eV/Å.


No. 4
Molecular formula: C2H2FO2P
Method: DFT, ωB97M-V/def2-TZVPD

Its calculated total energy is -668.77254 a.u. For the energy above the lowest of the compared OMol25 structures with the same formula, charge and spin, the calculation gives 228.33 kcal/mol. The SMILES is FOOC#CP. Its orbital gap is 0.345 hartree. The value obtained for the maximum force is 3.0 eV/Å.

The geometry in XYZ format:
```
8
Properties=species:S:1:pos:R:3:forces:R:3
H 0.362 -1.511 0.633 -0.44 -1.64 1.42
O 3.854 1.007 -0.156 -0.53 0.64 0.64
C 2.642 0.495 -0.211 0.77 0.06 -0.10
H 0.038 -1.500 -1.288 0.35 -1.68 -2.12
C 1.603 -0.096 -0.238 0.58 0.93 -0.78
F 4.929 -0.868 0.639 -0.24 1.09 -0.90
O 4.789 0.087 -0.495 0.92 -1.60 0.41
P -0.028 -0.633 -0.302 -1.42 2.20 1.42
```
Forces are in eV/Å.


No. 5
Molecular formula: C2H2FO2Pm
Method: DFT, ωB97M-V/def2-TZVPD

Its calculated total energy is -935.38192 a.u. For the energy above the lowest of the compared OMol25 structures with the same formula, charge and spin, the calculation gives 0.00 kcal/mol. The spin multiplicity is 5. Its orbital gap (alpha / beta) is 0.237 / 0.323 hartree. As for the net charge: +2. The value obtained for the maximum force is 3.3 eV/Å.

The geometry in XYZ format:
```
8
Properties=species:S:1:pos:R:3:forces:R:3
O 0.385 -2.174 -1.283 -0.02 1.29 0.87
O 0.139 -0.024 -0.231 -0.85 2.84 -0.87
H 1.360 -0.730 1.431 -0.32 -0.01 -0.02
F -1.370 4.138 -1.156 1.06 -3.12 0.44
C 0.368 -1.416 -0.395 0.19 -2.39 -0.10
Pm -0.776 2.172 -0.908 -0.73 2.46 -0.49
C 0.390 -0.909 0.960 0.33 -1.10 0.25
H -0.496 -1.057 1.582 0.34 0.03 -0.07
```
Forces are in eV/Å.


No. 6
Molecular formula: C2H2FO3P
Method: DFT, ωB97M-V/def2-TZVPD

Its calculated total energy is -744.37588 a.u. For the energy above the lowest of the compared OMol25 structures with the same formula, charge and spin, the calculation gives 0.00 kcal/mol. The SMILES is C=C(F)P(=O)([O-])[O-]. Its orbital gap is 0.229 hartree. As for the net charge: -2. The value obtained for the maximum force is 0.9 eV/Å.

The geometry in XYZ format:
```
9
Properties=species:S:1:pos:R:3:forces:R:3
C -0.134 0.133 0.132 -0.53 -0.78 0.11
O 2.607 1.674 0.373 -0.01 -0.16 0.06
H 0.634 -0.258 -0.507 0.22 -0.06 -0.17
F -1.058 1.872 1.300 0.11 0.22 0.00
H -0.929 -0.544 0.453 -0.04 0.17 0.08
P 1.423 2.449 -0.186 0.32 0.49 -0.06
O 1.246 3.846 0.374 -0.27 0.15 0.23
C -0.049 1.404 0.475 0.30 0.09 -0.17
O 1.222 2.323 -1.688 -0.10 -0.12 -0.07
```
Forces are in eV/Å.


No. 7
Molecular formula: C2H2FOS
Method: DFT, ωB97M-V/def2-TZVPD

Its calculated total energy is -650.66218 a.u. For the energy above the lowest of the compared OMol25 structures with the same formula, charge and spin, the calculation gives 51.70 kcal/mol. Its orbital gap (alpha / beta) is 0.216 / 0.216 hartree. As for the net charge: -1. The value obtained for the maximum force is 2.7 eV/Å.

The geometry in XYZ format:
```
7
Properties=species:S:1:pos:R:3:forces:R:3
C 1.001 -0.045 -0.193 -0.89 2.47 -0.65
H 1.251 -1.085 0.007 0.56 0.05 0.20
H 1.280 0.340 -1.249 -0.37 -0.95 1.46
S -1.949 -1.430 0.455 -0.31 -1.07 0.45
C -1.529 0.103 0.259 1.69 -0.12 -1.07
O -1.831 1.204 0.041 -0.14 1.00 0.27
F 1.777 0.912 0.679 -0.53 -1.39 -0.66
```
Forces are in eV/Å.


No. 8
Molecular formula: C2H2FP
Method: DFT, ωB97M-V/def2-TZVPD

Its calculated total energy is -518.47398 a.u. For the energy above the lowest of the compared OMol25 structures with the same formula, charge and spin, the calculation gives 71.85 kcal/mol. Its orbital gap (alpha / beta) is 0.273 / 0.262 hartree. The value obtained for the maximum force is 2.5 eV/Å.

The geometry in XYZ format:
```
6
Properties=species:S:1:pos:R:3:forces:R:3
C -0.553 0.440 0.041 -0.53 0.29 0.99
H -1.296 0.044 0.714 0.03 -0.03 0.10
P 1.221 -1.026 1.003 -0.76 0.68 0.66
C 0.517 -0.427 -0.382 0.38 -0.04 -0.02
H 0.947 -0.831 -1.281 -0.51 1.05 -1.10
F -0.836 1.801 -0.094 1.39 -1.95 -0.64
```
Forces are in eV/Å.


No. 9
Molecular formula: C2H2FP
Method: DFT, ωB97M-V/def2-TZVPD

Its calculated total energy is -518.49870 a.u. For the energy above the lowest of the compared OMol25 structures with the same formula, charge and spin, the calculation gives 56.34 kcal/mol. Its orbital gap (alpha / beta) is 0.292 / 0.284 hartree. The value obtained for the maximum force is 2.8 eV/Å.

The geometry in XYZ format:
```
6
Properties=species:S:1:pos:R:3:forces:R:3
P 1.251 -0.607 -0.197 -1.55 1.96 0.46
F 1.896 0.893 0.097 -0.31 -1.33 -0.16
H -0.736 0.187 -1.504 -0.37 0.61 -0.57
C -0.480 -0.260 0.509 0.72 -0.98 2.49
H -0.807 -0.475 1.583 0.48 0.62 -1.68
C -1.124 0.263 -0.489 1.03 -0.89 -0.54
```
Forces are in eV/Å.


No. 10
Molecular formula: C2H2I2NO
Method: DFT, ωB97M-V/def2-TZVPD

Its calculated total energy is -802.74161 a.u. For the energy above the lowest of the compared OMol25 structures with the same formula, charge and spin, the calculation gives 12.01 kcal/mol. Its orbital gap (alpha / beta) is 0.147 / 0.147 hartree. As for the net charge: -1. The value obtained for the maximum force is 6.4 eV/Å.

The geometry in XYZ format:
```
8
Properties=species:S:1:pos:R:3:forces:R:3
H -0.314 0.235 -1.180 -0.04 0.24 0.58
I 3.521 -2.877 -2.598 -0.11 0.01 0.04
I -0.949 -2.209 -0.456 -0.16 0.99 0.45
N -0.161 1.801 1.297 2.34 3.89 -2.77
C -0.682 -0.144 -0.222 0.79 1.67 1.86
C -0.688 0.629 0.980 -1.82 -5.69 -2.27
O 0.385 2.387 0.316 -0.89 -0.62 2.06
H -1.112 0.179 1.863 -0.11 -0.49 0.06
```
Forces are in eV/Å.


No. 11
Molecular formula: C2H2I2O
Method: DFT, ωB97M-V/def2-TZVPD

Its calculated total energy is -747.88590 a.u. For the energy above the lowest of the compared OMol25 structures with the same formula, charge and spin, the calculation gives 79.98 kcal/mol. Its orbital gap (alpha / beta) is 0.284 / 0.291 hartree. The value obtained for the maximum force is 4.6 eV/Å.

The geometry in XYZ format:
```
7
Properties=species:S:1:pos:R:3:forces:R:3
I -2.399 -0.589 -0.009 -0.37 0.08 0.18
O 1.526 0.572 1.412 -0.57 -2.33 -0.46
I -0.091 0.145 -2.619 -0.02 -0.25 -0.48
H 1.044 -1.433 1.298 0.19 -1.74 0.78
C 1.052 -0.432 0.974 -0.23 4.53 -0.89
H -0.369 1.349 -0.357 -0.84 -0.36 0.45
C -0.762 0.389 -0.698 1.84 0.07 0.42
```
Forces are in eV/Å.


No. 12
Molecular formula: C2H2I2P
Method: DFT, ωB97M-V/def2-TZVPD

Its calculated total energy is -1013.74020 a.u. For the energy above the lowest of the compared OMol25 structures with the same formula, charge and spin, the calculation gives 51.97 kcal/mol. Its orbital gap is 0.230 hartree. As for the net charge: +1. The value obtained for the maximum force is 2.8 eV/Å.

The geometry in XYZ format:
```
7
Properties=species:S:1:pos:R:3:forces:R:3
H -0.587 -0.592 1.042 0.32 -0.39 0.15
C -0.184 0.150 0.263 -0.24 1.06 -0.10
H 1.575 -0.933 0.458 -0.77 0.85 -0.51
C 1.116 -0.036 -0.041 1.14 -1.08 0.49
I 3.088 0.591 -1.109 -2.64 -0.07 0.90
I -3.155 0.027 -1.223 0.39 0.24 0.57
P -1.853 0.793 0.609 1.80 -0.61 -1.51
```
Forces are in eV/Å.


No. 13
Molecular formula: C2H2INO
Method: DFT, ωB97M-V/def2-TZVPD

Its calculated total energy is -504.96628 a.u. For the energy above the lowest of the compared OMol25 structures with the same formula, charge and spin, the calculation gives 63.36 kcal/mol. Its orbital gap is 0.332 hartree. The value obtained for the maximum force is 2.7 eV/Å.

The geometry in XYZ format:
```
7
Properties=species:S:1:pos:R:3:forces:R:3
H 0.564 1.157 1.271 -1.14 0.68 -0.40
H -0.380 -2.076 0.418 -1.61 1.06 -0.87
I 2.335 0.492 -0.543 1.26 -0.62 0.19
N -1.707 -0.855 -0.944 -0.57 0.19 -0.11
O -0.081 1.482 0.558 1.04 -0.64 2.39
C -1.134 -1.476 -0.175 2.08 -1.45 0.96
C 0.403 1.275 -0.583 -1.07 0.80 -2.16
```
Forces are in eV/Å.


No. 14
Molecular formula: C2H2MgO2
Method: DFT, ωB97M-V/def2-TZVPD

Its calculated total energy is -427.73785 a.u. For the energy above the lowest of the compared OMol25 structures with the same formula, charge and spin, the calculation gives 76.74 kcal/mol. Its orbital gap (alpha / beta) is 0.286 / 0.206 hartree. The value obtained for the maximum force is 6.4 eV/Å.

The geometry in XYZ format:
```
7
Properties=species:S:1:pos:R:3:forces:R:3
C -0.020 -0.057 0.222 3.45 -4.73 -2.47
O 1.123 -0.512 -0.403 -3.37 1.43 2.47
Mg 1.799 1.132 0.343 0.70 0.90 0.04
C -0.793 0.986 -0.062 -6.03 1.03 -1.06
H -1.420 -1.121 0.219 -1.16 0.71 -0.19
O -2.074 0.876 -0.241 4.34 1.35 0.72
H -2.271 -0.580 -0.006 2.07 -0.70 0.48
```
Forces are in eV/Å.


No. 15
Molecular formula: C2H2N2
Method: DFT, ωB97M-V/def2-TZVPD

Its calculated total energy is -186.76475 a.u. For the energy above the lowest of the compared OMol25 structures with the same formula, charge and spin, the calculation gives 70.51 kcal/mol. Its orbital gap is 0.310 hartree. The value obtained for the maximum force is 4.0 eV/Å.

The geometry in XYZ format:
```
6
Properties=species:S:1:pos:R:3:forces:R:3
N -0.535 -0.254 -0.101 -1.65 0.78 -0.40
N 1.777 -0.176 0.101 3.25 2.38 0.19
C 0.611 0.125 -0.085 3.66 -0.52 0.10
H 2.591 0.584 0.100 -2.64 -1.99 -0.23
C -1.724 0.141 0.082 -2.21 -1.98 0.70
H -2.183 -0.884 0.383 -0.41 1.34 -0.36
```
Forces are in eV/Å.


No. 16
Molecular formula: C2H2N2
Method: DFT, ωB97M-V/def2-TZVPD

Its calculated total energy is -186.68050 a.u. For the energy above the lowest of the compared OMol25 structures with the same formula, charge and spin, the calculation gives 123.38 kcal/mol. Its orbital gap is 0.286 hartree. The value obtained for the maximum force is 5.0 eV/Å.

The geometry in XYZ format:
```
6
Properties=species:S:1:pos:R:3:forces:R:3
H -1.738 -1.833 0.460 0.25 0.73 0.31
N -0.214 -0.710 -0.425 -0.26 -0.60 0.34
H 1.659 1.506 -0.092 0.76 1.87 1.11
N 0.682 0.120 -0.608 -3.39 -3.62 0.40
C 1.687 0.797 -0.866 -0.23 -0.97 -0.84
C -1.008 -1.755 -0.348 2.87 2.60 -1.32
```
Forces are in eV/Å.


No. 17
Molecular formula: C2H2N2O
Method: DFT, ωB97M-V/def2-TZVPD

Its calculated total energy is -262.05208 a.u. For the energy above the lowest of the compared OMol25 structures with the same formula, charge and spin, the calculation gives 70.18 kcal/mol. The SMILES is c1ncon1. Its orbital gap is 0.413 hartree. The value obtained for the maximum force is 4.8 eV/Å.

The geometry in XYZ format:
```
7
Properties=species:S:1:pos:R:3:forces:R:3
N -0.606 1.106 0.069 -1.06 -0.22 0.02
C 1.042 -0.508 -0.060 -1.57 4.53 0.26
N -0.039 -1.118 -0.048 0.48 0.44 0.00
H -2.084 -0.351 0.058 0.06 -0.10 -0.01
O 0.699 1.121 0.022 0.22 -2.73 -0.13
C -1.034 -0.112 0.031 -0.16 0.07 0.01
H 2.022 -0.139 -0.071 2.04 -1.99 -0.16
```
Forces are in eV/Å.


No. 18
Molecular formula: C2H2N2O
Method: DFT, ωB97M-V/def2-TZVPD

Its calculated total energy is -262.02121 a.u. For the energy above the lowest of the compared OMol25 structures with the same formula, charge and spin, the calculation gives 89.55 kcal/mol. The SMILES is N#C[C@H]1NO1. Its orbital gap is 0.425 hartree. The value obtained for the maximum force is 6.2 eV/Å.

The geometry in XYZ format:
```
7
Properties=species:S:1:pos:R:3:forces:R:3
H 0.394 -0.501 -0.909 1.63 0.91 2.27
C 0.958 0.250 -0.142 -3.92 -3.01 -3.77
H -0.737 0.582 0.683 -3.56 -1.64 0.18
O 0.387 1.457 -0.490 1.37 2.23 -0.88
N 0.147 0.900 0.798 2.64 1.15 1.77
N 3.421 -0.344 0.054 0.44 -0.26 0.04
C 2.312 -0.072 0.000 1.39 0.62 0.38
```
Forces are in eV/Å.


No. 19
Molecular formula: C2H2N2O
Method: DFT, ωB97M-V/def2-TZVPD

Its calculated total energy is -262.00914 a.u. For the energy above the lowest of the compared OMol25 structures with the same formula, charge and spin, the calculation gives 97.13 kcal/mol. The SMILES is N#CN1CO1. Its orbital gap is 0.437 hartree. The value obtained for the maximum force is 4.6 eV/Å.

The geometry in XYZ format:
```
7
Properties=species:S:1:pos:R:3:forces:R:3
C 1.204 -0.539 0.675 -2.18 0.17 0.33
H -0.093 0.682 -1.471 -0.82 -1.17 2.57
C -0.679 0.449 -0.461 -0.60 1.62 -1.27
N -0.235 -0.092 0.790 4.55 -0.19 0.33
O -1.081 -0.834 -0.059 -0.19 -0.60 -1.21
N 2.306 -0.880 0.732 -0.86 0.35 -0.09
H -1.422 1.214 -0.205 0.10 -0.18 -0.66
```
Forces are in eV/Å.


No. 20
Molecular formula: C2H2N2O
Method: DFT, ωB97M-V/def2-TZVPD

Its calculated total energy is -262.09784 a.u. For the energy above the lowest of the compared OMol25 structures with the same formula, charge and spin, the calculation gives 41.46 kcal/mol. The SMILES is N#CNC=O. Its orbital gap is 0.428 hartree. The value obtained for the maximum force is 9.0 eV/Å.

The geometry in XYZ format:
```
7
Properties=species:S:1:pos:R:3:forces:R:3
O 0.122 1.136 -1.542 0.93 0.28 2.55
N -1.340 -2.154 -0.405 -1.97 -2.91 -1.15
C -0.747 -1.309 0.032 4.72 7.46 1.80
C 0.447 1.040 -0.373 -1.04 -1.88 -0.17
H 0.414 -0.298 1.438 0.05 1.29 -1.38
H 1.009 1.629 0.375 0.25 1.01 -1.14
N 0.094 -0.043 0.476 -2.95 -5.25 -0.51
```
Forces are in eV/Å.